[1]
The following is a DFT calculation (ωB97M-V/def2-TZVPD) of a structure of composition C20H43N2OP3Pr at a distorted geometry.

Each line ends with the Löwdin charge.
Geometry (Å):
Pr: -0.8791 0.5221 0.7473  1.041
P: 2.1557 -1.2754 1.6863  0.890
P: 1.2537 2.4098 0.3050  0.727
P: -1.4293 -2.3151 0.1132  0.738
H: -0.9256 2.2871 -7.5517  0.065
C: -1.8818 1.7695 -7.3651  -0.084
C: -2.8962 2.3087 -6.6559  -0.093
H: -2.9167 3.3468 -6.2872  0.064
C: 3.6143 -2.1733 1.1567  -0.168
C: 2.6257 0.1847 2.6105  -0.207
C: 1.1341 -2.3542 2.7127  -0.169
C: 0.6586 3.4652 -1.0552  -0.225
C: 1.8134 3.6579 1.5071  -0.238
C: 2.7960 1.7416 -0.4055  -0.235
C: -2.6031 -2.3926 -1.3043  -0.219
C: -2.1627 -3.5844 1.2161  -0.245
C: 0.0293 -3.1842 -0.5896  -0.255
H: -2.0015 0.8042 -7.9086  0.071
H: -3.8205 1.7286 -6.5055  0.056
H: 4.1549 -2.5052 2.0498  0.090
H: 4.2793 -1.5603 0.5319  0.085
H: 3.3237 -3.0451 0.5587  0.080
H: 3.2023 -0.1852 3.4710  0.095
H: 1.7744 0.7538 3.0124  0.039
H: 3.2562 0.8919 2.0641  0.056
H: 1.6055 -3.3272 2.8721  0.094
H: 0.1381 -2.5636 2.2848  0.014
H: 0.9878 -1.8699 3.6816  0.049
H: 1.2369 4.3980 -1.0476  0.077
H: -0.4081 3.7038 -0.9434  0.066
H: 0.7895 2.9599 -2.0185  0.059
H: 2.7778 4.0894 1.2194  0.072
H: 1.9228 3.1716 2.4820  0.030
H: 1.0808 4.4647 1.6304  0.071
H: 3.5253 2.5679 -0.4527  0.082
H: 2.6156 1.3566 -1.4176  0.052
H: 3.2309 0.9176 0.1821  0.000
H: -3.1299 -3.3591 -1.3825  0.075
H: -2.0723 -2.1844 -2.2438  0.060
H: -3.3446 -1.5977 -1.1390  0.056
H: -2.8458 -4.2539 0.6725  0.069
H: -2.7440 -3.0524 1.9827  0.050
H: -1.3949 -4.1823 1.7224  0.052
H: -0.3129 -4.0816 -1.1327  0.084
H: 0.7584 -3.4786 0.1790  0.022
H: 0.5340 -2.5118 -1.2994  0.047
C: -0.8837 0.6110 -2.7483  -0.416
C: 0.3123 0.1155 -3.3446  -0.039
C: 0.2388 -0.3326 -4.6554  -0.066
C: -0.9983 -0.3938 -5.3251  -0.073
C: -2.1217 0.2161 -4.7520  -0.097
C: -2.0574 0.8357 -3.5091  0.000
O: -0.9425 0.7655 -1.4478  -0.389
H: 1.5084 -0.9697 0.4279  0.040
H: 1.2445 0.0289 -2.7659  0.094
H: 1.1323 -0.6798 -5.1589  0.113
H: -1.0840 -0.8273 -6.3261  0.115
H: -3.0484 0.3206 -5.3072  0.089
H: -2.9149 1.3716 -3.0732  0.130
C: 0.2608 -0.0808 6.1171  0.019
N: -0.8836 0.6672 5.5544  -0.152
C: -1.9830 1.1971 6.3908  0.033
C: -1.0358 0.7060 4.2810  -0.206
N: -1.1139 0.7748 3.1031  0.011
H: 0.2142 0.1251 7.1896  0.109
H: 1.2179 0.2871 5.6850  0.101
H: 0.1518 -1.1690 5.9235  0.105
H: -2.1478 2.2623 6.1673  0.117
H: -2.9126 0.6320 6.2097  0.116
H: -1.6596 1.0731 7.4182  0.102

* spin multiplicity: 3
* Kohn-Sham gap (alpha / beta): 5.0 / 5.1 eV
* charge: +3
* HOMO energy (alpha / beta): -14.3555 / -14.3677 eV
* molar mass: 561.407 g mol⁻¹

***

[2]
The following is a DFT calculation (ωB97M-V/def2-TZVPD) of a structure of composition C20H31FN8O2Ta at a distorted geometry.

Each line ends with the natural charge from an NBO analysis.
Geometry (Å):
Ta: 0.1959 0.0287 -0.2766  2.494
C: -1.5422 3.7699 3.6894  -0.446
N: -1.6939 3.1510 2.3610  -0.349
C: -2.5247 3.8335 1.3637  -0.430
C: -1.0791 2.0214 2.0383  0.683
N: -1.1336 1.4544 0.8465  -0.929
N: -0.3582 1.4133 3.0436  -0.588
C: 0.3432 0.2482 2.9643  0.699
N: 0.8267 -0.2174 4.1091  -0.728
N: 0.5230 -0.3763 1.8179  -0.892
H: -2.1060 4.6957 3.7077  0.269
H: -0.5003 4.0214 3.8943  0.229
H: -1.9499 3.1347 4.4790  0.227
H: -3.1077 4.6021 1.8587  0.266
H: -3.2321 3.1411 0.9038  0.218
H: -1.9073 4.3099 0.5993  0.218
H: -1.7154 2.0113 0.2316  0.407
H: -0.3890 1.8596 3.9476  0.445
H: 0.6794 0.2408 4.9954  0.438
H: 1.3862 -1.0564 4.1395  0.441
H: 1.0917 -1.2073 1.9488  0.417
N: -1.7260 -1.4161 0.3726  -0.845
C: -2.5821 -2.1472 -0.6144  -0.232
C: -3.6967 -1.2704 -1.1529  -0.423
C: -3.1906 0.0298 -1.7573  -0.407
C: -2.1129 -0.1974 -2.8074  -0.238
N: -0.8302 0.4511 -2.3660  -0.873
H: -1.2270 -2.1378 0.8885  0.412
H: -2.3612 -0.9908 1.0466  0.397
H: -3.0411 -3.0190 -0.1470  0.236
H: -1.9166 -2.5181 -1.3921  0.211
H: -4.4154 -1.0325 -0.3643  0.230
H: -4.2432 -1.8538 -1.8964  0.257
H: -2.7788 0.6618 -0.9630  0.171
H: -4.0369 0.5729 -2.1771  0.259
H: -2.4009 0.2083 -3.7763  0.240
H: -1.9208 -1.2569 -2.9519  0.223
H: -0.9758 1.4534 -2.4307  0.420
H: -0.1194 0.2412 -3.0696  0.431
O: 3.9896 1.4742 -0.5538  -0.393
C: 2.8462 1.5046 -0.8060  0.770
O: 1.9531 0.4662 -0.4820  -0.793
C: 2.0706 2.6119 -1.4280  0.058
C: 2.7261 3.7028 -1.9617  -0.150
C: 1.9570 4.7527 -2.4483  -0.106
C: 0.5778 4.6649 -2.3549  -0.186
C: 0.0119 3.5202 -1.8134  0.014
N: 0.7358 2.4933 -1.3620  -0.478
H: 3.8078 3.7188 -1.9816  0.280
H: 2.4275 5.6232 -2.8862  0.271
H: -0.0596 5.4675 -2.7000  0.265
H: -1.0701 3.4299 -1.7499  0.195
F: 2.4545 -5.4107 -2.3393  -0.266
C: 1.9051 -4.3010 -1.8885  0.462
C: 1.2230 -3.4801 -2.7679  -0.255
C: 0.6657 -2.3056 -2.2888  -0.198
C: 0.7752 -1.9354 -0.9363  -0.515
C: 1.4615 -2.8151 -0.0809  -0.186
C: 2.0249 -3.9887 -0.5444  -0.250
H: 1.1402 -3.7614 -3.8094  0.266
H: 0.1527 -1.6877 -3.0104  0.190
H: 1.5889 -2.6000 0.9731  0.178
H: 2.5641 -4.6575 0.1134  0.266

* Kohn-Sham gap: 6.7 eV
* charge: +3
* HOMO energy: -17.0131 eV
* molar mass: 615.468 g mol⁻¹

***

[3]
The following is a DFT calculation (ωB97M-V/def2-TZVPD) of an isolated molecule of C8H16BNO2 at a distorted geometry.

Each line ends with the natural charge from an NBO analysis.
Geometry (Å):
B: 2.7934 0.0152 -0.1148  1.136
C: 0.8248 -1.6199 0.3363  0.302
C: -3.1839 -0.4547 -1.1151  -0.600
C: 1.2140 2.1074 -0.4335  -0.615
C: -1.8596 0.0169 1.6230  -0.599
C: -1.7946 -1.0954 -0.7405  -0.405
C: 1.3554 0.5618 -0.4689  -0.512
C: 0.3199 -0.2906 0.5145  -0.324
C: -1.1500 -0.1153 0.2462  -0.198
N: 1.5136 -2.5268 0.2181  -0.346
O: 3.8177 -0.0489 -1.0024  -0.886
O: 3.0801 -0.2982 1.1940  -0.921
H: -3.9379 -0.5442 -0.4052  0.207
H: -3.4273 -0.8819 -2.0416  0.211
H: -3.1777 0.6868 -1.4412  0.194
H: 1.3717 2.5953 0.5110  0.213
H: 0.2856 2.5921 -0.7080  0.214
H: 1.9904 2.3511 -1.2156  0.227
H: -1.1704 0.6575 2.2788  0.207
H: -1.8611 -1.0461 2.2054  0.203
H: -2.8042 0.4793 1.5775  0.214
H: -1.2472 -1.3153 -1.5765  0.211
H: -1.9779 -2.0223 -0.1653  0.209
H: 1.0539 0.2125 -1.4204  0.223
H: 0.5704 -0.0597 1.4946  0.248
H: -1.2605 0.9841 -0.2468  0.200
H: 4.6686 -0.3959 -0.6198  0.489
H: 3.9931 -0.5447 1.5163  0.499

* Kohn-Sham gap: 10.8 eV
* HOMO energy: -10.4529 eV
* molar mass: 169.033 g mol⁻¹